Density functional theory data (wB97M-V/def2-TZVPD) for an isolated molecule of C7H15N at a distorted geometry.

Summary:
DFT total energy	-8990.1854	eV
F_max	5.70	eV Å⁻¹
highest occupied orbital energy	-7.7	eV
orbital gap	8.75	eV
SMILES string	CCC/C(C)=C(/C)N
ΔE to the lowest compared entry with this formula, charge and spin	53.1	kcal/mol
molar mass	113.2	g/mol

Each line ends with the Löwdin charge.
Element x y z (Å)
C1 2.226 -1.977 0.773  -0.168
C2 0.862 -1.366 0.618  -0.293
C3 1.060 -0.233 -0.391  -0.177
C4 -0.345 0.305 -0.670  -0.273
C5 -1.316 -0.602 -1.311  -0.066
C6 -0.697 1.437 -0.043  -0.444
C7 -2.140 1.797 0.039  -0.075
N1 0.020 2.251 0.767  0.065
H1 3.099 -1.381 1.197  0.094
H2 2.178 -2.875 1.443  0.077
H3 2.537 -2.333 -0.213  0.067
H4 0.547 -0.905 1.682  0.162
H5 0.243 -2.190 0.289  0.099
H6 1.424 -0.780 -1.326  0.132
H7 1.810 0.385 0.086  0.101
H8 -0.957 -1.078 -2.249  0.102
H9 -2.197 -0.160 -1.769  0.078
H10 -1.551 -1.216 -0.547  0.042
H11 -2.799 0.900 0.366  0.105
H12 -2.498 2.031 -0.988  0.077
H13 -2.334 2.690 0.718  0.089
H14 0.020 3.237 0.249  0.165
H15 0.807 2.062 1.280  0.040

Atomic forces in eV per Å
1.681 -1.614 1.375
1.259 1.379 2.607
-1.969 -2.103 -1.362
2.216 2.243 0.602
0.652 1.677 -3.492
-1.748 -2.493 -0.419
-2.423 0.149 -0.478
-0.793 5.350 -1.802
-1.411 -0.157 -0.590
0.093 0.554 -0.542
0.205 -0.079 0.115
0.148 -1.149 -2.397
-0.677 0.258 0.050
0.041 1.105 0.979
-0.073 0.698 -0.616
0.561 -0.407 1.021
-0.290 0.587 0.775
-1.392 -2.911 1.846
1.078 1.494 -0.254
-0.154 0.088 0.635
0.261 -1.294 -0.906
0.441 -2.524 2.192
2.294 -0.852 0.661